No. 1
Density functional theory data (the ωB97M-V functional and the def2-TZVPD basis) for a 2-piece molecular cluster, CHClN4OP overall.

Positions of all 9 atoms, in Å:
C1 -0.68 3.99 0.48
N1 -1.88 5.41 -0.51
N2 -0.78 5.30 0.12
N3 -1.78 3.32 -0.01
N4 -2.49 4.27 -0.58
O1 -0.03 -1.56 0.92
P1 0.70 3.02 1.00
Cl1 -0.10 1.25 0.98
H1 -0.72 -1.67 1.47

Computed properties:
Charge: -1
ΔE to the lowest compared entry with this formula, charge and spin, eV: 4.942



No. 2
Density functional theory data (the ωB97M-V functional and the def2-TZVPD basis) for one molecule with the formula CHClNOP.

Positions of all 6 atoms, in Å:
C1 -0.61 -2.27 1.75
N1 0.41 -1.68 1.19
O1 -1.44 -2.87 2.23
P1 0.83 -0.05 0.80
Cl1 2.23 -0.62 -0.47
H1 -0.11 0.13 -0.06

Computed properties:
Charge: 0
Spin multiplicity: 3
ΔE to the lowest compared entry with this formula, charge and spin, eV: 0.682



No. 3
Density functional theory data (the ωB97M-V functional and the def2-TZVPD basis) for a 2-piece molecular cluster, CHClO2S overall.

Positions of all 6 atoms, in Å:
C1 -0.01 -0.02 1.24
O1 0.17 -1.10 1.65
O2 0.32 -1.12 -1.81
S1 0.80 0.14 -1.22
Cl1 -0.66 1.40 -1.62
H1 -0.62 0.71 1.76

Computed properties:
Charge: 0
ΔE to the lowest compared entry with this formula, charge and spin, eV: 1.912



No. 4
Density functional theory data (the ωB97M-V functional and the def2-TZVPD basis) for CHClO3 as an isolated structure.

Positions of all 6 atoms, in Å:
C1 0.93 0.28 0.18
O1 0.43 1.31 -0.05
O2 -1.42 -0.30 -0.63
O3 -0.37 -0.94 0.03
Cl1 2.38 -0.48 0.28
H1 -1.95 0.14 0.19

Computed properties:
Charge: 0
ΔE to the lowest compared entry with this formula, charge and spin, eV: 3.429



No. 5
Density functional theory data (the ωB97M-V functional and the def2-TZVPD basis) for a 2-piece molecular cluster, CHClOS2 overall.

Positions of all 6 atoms, in Å:
O1 1.69 -1.06 -1.08
C1 2.55 -0.48 -0.52
S1 3.48 -0.47 0.91
S2 3.61 0.95 -0.70
Cl1 0.12 1.07 0.21
H1 -0.50 0.58 -0.65

Computed properties:
SMILES: O=C1SS1.Cl
Charge: 0
ΔE to the lowest compared entry with this formula, charge and spin, eV: 1.009



No. 6
Density functional theory data (the ωB97M-V functional and the def2-TZVPD basis) for a 2-piece molecular cluster, CHClS2 overall.

Positions of all 5 atoms, in Å:
C1 1.12 -0.56 0.02
S1 1.87 0.85 -0.05
S2 0.73 -2.05 -0.10
Cl1 -1.35 0.48 0.22
H1 -2.36 1.29 -0.09

Computed properties:
Charge: 0
ΔE to the lowest compared entry with this formula, charge and spin, eV: 0.508